No. 1
{"formula": "C3H10NO2", "method": "wB97M-V/def2-TZVPD", "multiplicity": 1, "max_force_ev_per_a": 3.646, "total_charge": 1, "e_tot_ev": -8849.449, "gap_ha": 0.3363, "de_lowest_kcal_mol": 66.7, "elements": ["C", "C", "C", "N", "O", "O", "H", "H", "H", "H", "H", "H", "H", "H", "H", "H"], "xyz": [[3.0601, -0.8503, -0.1372], [-2.4067, 0.5597, 0.3597], [-0.8887, 0.7416, 0.3667], [-2.9423, -0.6196, -0.3948], [-0.1020, 0.0908, -0.3087], [2.2016, 0.2896, 0.2660], [2.9393, -1.6009, 0.6286], [4.0524, -0.5283, -0.2327], [2.8849, -1.3264, -1.1348], [-3.0118, 1.4834, 0.2097], [-2.6093, 0.2699, 1.3481], [-0.4603, 1.6262, 0.9982], [2.5222, 1.1318, 0.0592], [-2.4403, -0.8909, -1.3056], [-3.9458, -0.4482, -0.6139], [1.1465, 0.0717, -0.1087]]}

---

No. 2
{"formula": "CH5N3O2S", "method": "wB97M-V/def2-TZVPD", "multiplicity": 1, "max_force_ev_per_a": 2.796, "e_tot_ev": -20517.193, "gap_ha": 0.3598, "de_lowest_kcal_mol": 28.0, "elements": ["C", "N", "N", "N", "O", "O", "S", "H", "H", "H", "H", "H"], "xyz": [[2.1580, 0.4357, -0.1720], [-0.9410, -0.6993, -1.3671], [2.7700, 1.2703, 0.4387], [-2.1767, -0.3672, 0.9587], [1.9596, -0.5475, -0.7491], [-0.0519, 0.9633, 0.1129], [-0.5378, -0.3849, 0.2473], [-1.3998, -1.5483, -1.5924], [2.6736, 2.1688, 0.7663], [-0.0590, -0.7124, -1.9184], [-2.2865, 0.4542, 1.5801], [-2.1086, -1.0327, 1.6951]]}

---

No. 3
{"formula": "C7H10", "method": "wB97M-V/def2-TZVPD", "multiplicity": 1, "max_force_ev_per_a": 2.191, "e_tot_ev": -7418.521, "gap_ha": 0.3465, "de_lowest_kcal_mol": 58.0, "smiles": "C=C/C=C/C=C/C", "elements": ["C", "C", "C", "C", "C", "C", "C", "H", "H", "H", "H", "H", "H", "H", "H", "H", "H"], "xyz": [[-0.0699, -2.0439, -1.8363], [0.8659, -2.7229, -2.4795], [-0.2110, -0.1611, -0.3791], [-0.1494, -1.4822, -0.5102], [-0.2247, 2.6126, 2.2576], [-0.7194, 1.7066, 1.1524], [-0.0214, 0.6020, 0.8798], [-0.9161, -1.7237, -2.4548], [1.8374, -3.0839, -2.1234], [0.9437, -2.9323, -3.5399], [-0.4590, 0.4636, -1.2441], [0.0490, -2.1021, 0.3667], [0.5963, 2.2895, 2.8876], [0.2453, 3.5102, 1.8156], [-0.9440, 2.7796, 3.0678], [-1.6567, 1.9452, 0.6586], [0.8339, 0.3428, 1.4811]]}

---

No. 4
{"formula": "C52H92N8O4", "method": "wB97M-V/def2-TZVPD", "multiplicity": 5, "max_force_ev_per_a": 6.264, "e_tot_ev": -75512.717, "gap_ha": [0.3082, 0.2789], "elements": ["C", "C", "C", "C", "C", "C", "N", "O", "C", "C", "C", "H", "H", "H", "H", "H", "H", "H", "H", "H", "H", "H", "H", "H", "H", "H", "H", "H", "H", "C", "C", "C", "C", "C", "C", "N", "O", "C", "C", "C", "H", "H", "H", "H", "H", "H", "H", "H", "H", "H", "H", "H", "H", "H", "H", "H", "H", "H", "C", "C", "C", "C", "C", "C", "N", "O", "C", "C", "C", "H", "H", "H", "H", "H", "H", "H", "H", "H", "H", "H", "H", "H", "H", "H", "H", "H", "H", "C", "C", "C", "C", "C", "C", "N", "O", "C", "C", "C", "H", "H", "H", "H", "H", "H", "H", "H", "H", "H", "H", "H", "H", "H", "H", "H", "H", "H", "N", "C", "C", "C", "C", "H", "H", "H", "H", "H", "N", "C", "C", "C", "C", "H", "H", "H", "H", "H", "N", "C", "C", "C", "C", "H", "H", "H", "H", "H", "N", "C", "C", "C", "C", "H", "H", "H", "H", "H"], "xyz": [[-3.8496, 12.1229, 0.0244], [-2.8044, 11.1508, -0.4545], [-1.7355, 11.1685, 0.7149], [-0.6469, 10.0858, 0.6701], [-1.2983, 8.8058, 0.5668], [-2.2853, 8.6313, -0.6220], [-3.2825, 9.7723, -0.6504], [-4.3984, 9.5983, -1.5366], [-1.4789, 8.3793, -1.8835], [-3.0612, 7.3541, -0.2490], [-2.1732, 11.7991, -1.6573], [-3.5628, 13.1715, -0.0541], [-4.1445, 12.0227, 1.0689], [-4.7118, 12.1390, -0.6423], [-1.1322, 12.0761, 0.7382], [-2.1280, 11.0848, 1.7283], [-0.0040, 10.1517, 1.5479], [0.0426, 10.1983, -0.1666], [-1.8905, 8.6974, 1.4754], [-0.5800, 7.9873, 0.5199], [-0.9008, 7.4767, -1.6855], [-2.2787, 8.0946, -2.5671], [-0.8183, 9.1700, -2.2392], [-3.8207, 7.5415, 0.5101], [-3.7114, 6.8695, -0.9775], [-2.4143, 6.5339, 0.0621], [-1.9186, 12.8484, -1.5077], [-2.7576, 11.7435, -2.5757], [-1.2046, 11.3584, -1.8935], [-7.8351, -1.3223, 2.3382], [-8.0710, -0.9681, 0.8228], [-6.6091, -0.9374, 0.2778], [-6.0436, -2.3321, -0.0631], [-6.9957, -2.9431, -1.1090], [-8.4314, -3.0786, -0.4927], [-8.9612, -1.7955, -0.0001], [-10.3153, -1.8331, 0.4849], [-9.3466, -3.5685, -1.6567], [-8.4841, -4.2260, 0.4744], [-8.4763, 0.5116, 0.8993], [-7.2839, -2.2609, 2.3950], [-8.7942, -1.5914, 2.7807], [-7.3613, -0.4898, 2.8584], [-6.5308, -0.2986, -0.6019], [-5.9244, -0.5441, 1.0293], [-5.7957, -2.8792, 0.8464], [-5.0811, -2.1818, -0.5522], [-6.5589, -3.9017, -1.3891], [-7.0262, -2.3830, -2.0436], [-10.3159, -3.8479, -1.2438], [-9.4758, -2.6830, -2.2790], [-8.9365, -4.4331, -2.1786], [-9.4630, -4.2728, 0.9515], [-8.2516, -5.2109, 0.0694], [-7.7989, -4.0963, 1.3121], [-7.8841, 1.2080, 1.4929], [-9.4692, 0.6779, 1.3173], [-8.5345, 1.0509, -0.0462], [0.4202, -11.6109, -8.2131], [1.5272, -10.5941, -7.7476], [2.0222, -10.0822, -9.1340], [2.8501, -8.8534, -9.0139], [2.0920, -7.8002, -8.1653], [1.7962, -8.2319, -6.7275], [1.0428, -9.5442, -6.8059], [0.4611, -10.0629, -5.5511], [3.0724, -8.3358, -5.9188], [0.8188, -7.1092, -6.1670], [2.7133, -11.3842, -7.1176], [-0.4622, -11.0253, -8.4713], [0.0399, -12.2286, -7.3996], [0.6683, -12.2199, -9.0825], [2.5744, -10.8850, -9.6226], [1.2661, -9.8444, -9.8822], [3.0139, -8.4422, -10.0100], [3.7865, -9.1282, -8.5285], [1.1508, -7.5761, -8.6673], [2.4072, -6.7595, -8.2402], [2.8980, -8.6843, -4.9008], [3.8092, -8.9709, -6.4106], [3.6352, -7.4121, -5.7846], [1.3079, -6.1353, -6.1852], [-0.1398, -7.0442, -6.6817], [0.5437, -7.3443, -5.1388], [2.6958, -12.4349, -7.4072], [2.5246, -11.4873, -6.0491], [3.7644, -11.1504, -7.2866], [0.3480, 1.4275, 4.8741], [1.5092, 0.5032, 4.6110], [1.2278, -0.7310, 5.5326], [2.1319, -1.9512, 5.3103], [2.0722, -2.3018, 3.8651], [2.4570, -1.1345, 2.9182], [1.6048, 0.0597, 3.2047], [1.8162, 1.1053, 2.2756], [3.9225, -0.8370, 2.8061], [2.0956, -1.6690, 1.5092], [2.7878, 1.1441, 5.2813], [-0.5405, 0.7966, 4.8483], [0.2932, 2.2376, 4.1470], [0.4621, 1.9756, 5.8093], [1.2239, -0.4731, 6.5917], [0.2168, -1.0667, 5.3019], [1.7777, -2.7991, 5.8966], [3.1578, -1.7719, 5.6322], [1.0562, -2.6079, 3.6161], [2.6085, -3.2206, 3.6282], [4.5028, -1.7291, 2.5705], [4.2701, -0.1631, 2.0231], [4.3303, -0.4802, 3.7518], [2.3542, -0.9953, 0.6923], [2.3446, -2.7188, 1.3547], [1.0272, -1.7434, 1.3066], [3.6884, 0.5337, 5.3472], [2.5558, 1.6358, 6.2260], [3.0415, 1.9311, 4.5711], [5.7296, 6.1729, -1.2224], [5.7040, 6.6244, -2.5331], [6.4945, 7.7995, -2.6321], [6.9492, 7.9520, -1.3213], [6.5382, 7.0084, -0.4578], [5.2740, 5.3141, -0.9486], [5.2107, 6.1467, -3.3667], [6.6359, 8.5512, -3.3946], [7.5000, 8.8203, -0.9912], [6.7408, 6.7728, 0.5765], [9.2064, -2.4012, 6.4841], [9.9778, -1.7614, 5.5378], [10.0159, -0.3956, 5.8547], [9.4550, -0.3222, 7.1476], [8.9695, -1.5633, 7.5485], [8.8333, -3.3312, 6.3574], [10.1059, -2.1910, 4.5552], [10.3150, 0.4189, 5.2117], [9.3050, 0.6304, 7.6339], [8.3826, -1.8621, 8.4045], [-8.6392, 6.6979, 6.4315], [-7.3385, 6.9327, 6.2588], [-6.5422, 6.0581, 7.0986], [-7.4804, 5.3534, 7.9105], [-8.7131, 5.8050, 7.5220], [-9.3869, 7.1622, 5.9361], [-7.0400, 7.5417, 5.4183], [-5.4713, 6.0011, 7.2262], [-7.2146, 4.5383, 8.5674], [-9.6997, 5.5183, 7.8548], [11.0190, -6.6568, -1.4126], [9.6916, -7.0926, -1.3980], [8.8534, -5.9974, -1.1988], [9.6642, -4.8975, -1.1277], [10.9794, -5.3070, -1.2734], [11.8656, -7.2034, -1.4806], [9.4982, -8.1552, -1.4037], [7.7861, -6.0364, -1.0386], [9.2946, -3.8833, -1.0946], [11.8917, -4.7409, -1.3910]]}